Formula: C20H25FO13P
Source: the Open Molecules 2025 dataset
Level of theory: ωB97M-V with the def2-TZVPD basis set

Positions of all 60 atoms, in Å:
O  -1.659  -1.023  -0.086
C  -1.044  -0.146  0.491
O  -1.596  0.782  1.271
C  -2.030  0.407  2.645
F  -2.303  1.683  3.190
P  -0.706  -0.433  3.508
O  -1.576  -1.286  4.620
O  0.099  0.668  4.482
C  0.429  0.041  0.220
C  1.327  -0.962  0.539
C  2.679  -0.787  0.284
C  3.116  0.402  -0.291
C  2.213  1.396  -0.615
C  0.859  1.232  -0.354
H  -2.422  -1.508  4.210
H  0.982  0.301  4.588
H  0.978  -1.874  1.007
H  3.389  -1.570  0.528
H  4.170  0.563  -0.483
H  2.549  2.325  -1.058
H  0.132  1.998  -0.590
C  -2.613  -2.331  -4.323
C  -1.759  -1.298  -3.633
C  -2.472  -0.026  -3.258
O  -1.390  0.922  -3.270
C  -0.454  0.474  -4.137
O  0.488  1.100  -4.506
O  -0.732  -0.794  -4.520
H  -3.344  -2.747  -3.632
H  -3.138  -1.895  -5.176
H  -1.992  -3.142  -4.700
H  -1.268  -1.735  -2.761
H  -2.932  -0.066  -2.273
H  -3.213  0.283  -4.000
C  -0.813  3.983  4.297
C  0.028  4.994  5.027
C  -0.545  6.392  5.095
O  0.634  7.203  5.213
C  1.652  6.521  4.628
O  2.723  6.989  4.401
O  1.279  5.259  4.346
H  -1.715  3.767  4.868
H  -1.101  4.347  3.310
H  -0.274  3.049  4.152
H  0.275  4.630  6.028
H  -1.200  6.554  5.947
H  -1.065  6.668  4.175
C  2.065  -3.698  -4.056
C  1.385  -4.282  -2.845
C  1.554  -5.772  -2.651
O  0.364  -6.119  -1.933
C  -0.593  -5.213  -2.262
O  -1.741  -5.313  -1.986
O  -0.047  -4.188  -2.960
H  3.147  -3.719  -3.928
H  1.802  -4.258  -4.955
H  1.751  -2.666  -4.207
H  1.678  -3.733  -1.946
H  2.436  -6.040  -2.075
H  1.557  -6.314  -3.600

Results
Orbital gap ... 5.36 eV
DFT total energy ... -59771.0751 eV
2S+1 ... 1
Charge ... -1
E_HOMO ... -3.1 eV

Formula: C2HBrFOS2
Source: the Open Molecules 2025 dataset
Level of theory: ωB97M-V with the def2-TZVPD basis set

Positions of all 8 atoms, in Å:
C  1.245  0.319  -0.356
C  0.111  -0.384  0.153
O  1.964  0.436  -1.252
F  -0.686  1.707  -1.009
S  1.185  0.615  1.370
S  -1.426  0.244  -0.190
Br  -2.724  -1.530  0.819
H  0.331  -1.407  0.465

Results
Orbital gap ... 7.71 eV
DFT total energy ... -98569.0694 eV
2S+1 ... 1
Energy above the lowest of the compared OMol25 structures with the same formula, charge and spin ... 6.12 kcal/mol
Charge ... -1
E_HOMO ... -4.4 eV

Formula: C21H17ClFeIN2O6S
Source: the Open Molecules 2025 dataset
Level of theory: ωB97M-V with the def2-TZVPD basis set

Positions of all 50 atoms, in Å:
Fe  -0.744  -1.471  -0.133
C  4.009  4.449  -1.096
C  3.492  3.121  -0.599
C  3.375  2.029  -1.453
C  2.848  0.824  -1.007
C  2.453  0.713  0.316
C  2.566  1.787  1.192
C  3.080  2.982  0.727
S  1.891  -0.818  0.986
O  0.527  -0.633  1.509
O  2.868  -1.273  1.937
N  1.719  -1.768  -0.308
C  2.314  -2.989  -0.242
C  1.128  -4.126  0.494
O  1.689  -5.139  0.820
O  -0.006  -3.633  0.476
H  4.296  4.396  -2.147
H  4.877  4.774  -0.519
H  3.239  5.217  -0.991
H  3.697  2.122  -2.483
H  2.739  -0.019  -1.675
H  2.254  1.674  2.227
H  3.167  3.827  1.404
H  3.178  -3.087  0.411
H  2.421  -3.474  -1.212
Cl  -2.444  5.706  0.425
C  -1.883  4.105  0.017
C  -0.636  3.947  -0.621
C  -0.168  2.706  -0.950
C  -0.907  1.524  -0.657
O  -0.438  0.370  -0.975
C  -2.169  1.718  -0.031
C  -2.998  0.606  0.268
O  -2.739  -0.582  0.043
C  -2.636  3.011  0.298
H  -0.052  4.832  -0.853
H  0.787  2.585  -1.446
H  -3.975  0.840  0.721
H  -3.607  3.121  0.772
I  -1.668  -3.038  -2.306
C  -2.800  -3.610  -0.628
C  -3.837  -4.518  -0.717
C  -4.511  -4.793  0.462
C  -4.123  -4.163  1.635
C  -3.067  -3.267  1.594
N  -2.414  -2.995  0.463
H  -4.099  -4.985  -1.655
H  -5.335  -5.497  0.461
H  -4.632  -4.361  2.568
H  -2.726  -2.746  2.481

Results
Orbital gap (alpha / beta) ... 8.02 / 6.20 eV
DFT total energy ... -103163.0592 eV
2S+1 ... 6
Energy above the lowest of the compared OMol25 structures with the same formula, charge and spin ... 26.67 kcal/mol
Charge ... 0
E_HOMO (alpha / beta) ... -8.0 / -8.0 eV